No. 1
Below is the molecule C5H4ClNS in a non-equilibrium geometry, with properties calculated with ωB97M-V/def2-TZVPD.

Properties
- Gap between HOMO and LUMO: 8.503 eV
- Calculated total energy: -1106.03426 a.u.
- SMILES string: S=Cn1cccc1Cl
- Relative energy (zero: lowest compared OMol25 entry of this formula, charge and spin): 24.3 kJ/mol
- Strongest force on any atom: 2.4 eV/Å

```
12
C5H4ClNS (ωB97M-V/def2-TZVPD)
S -2.75774 -0.35837 -0.03011
C -1.19726 -0.63742 -0.01852
N -0.20250 0.27345 0.00837
C -0.36394 1.66456 0.11902
C 0.90413 2.21741 0.01857
C 1.88050 1.16655 -0.13538
C 1.15941 0.00986 -0.05770
Cl 1.72067 -1.62874 0.04425
H -0.78358 -1.65773 -0.01769
H -1.32141 2.11241 0.23049
H 1.16306 3.26378 0.04420
H 2.93497 1.26418 -0.14201
```



No. 2
Below is a structure of composition C11H21AuCl4O4P2 in a non-equilibrium geometry, with properties calculated with ωB97M-V/def2-TZVPD.

Properties
- Spin multiplicity: 3
- Total charge: +2
- Gap between HOMO and LUMO (alpha / beta): 9.514 / 4.770 eV
- Calculated total energy: -3391.17378 a.u.
- Expectation value of S²: 2.013
- Relative energy (zero: lowest compared OMol25 entry of this formula, charge and spin): 127.0 kJ/mol
- Strongest force on any atom: 6.4 eV/Å

```
43
C11H21AuCl4O4P2 (ωB97M-V/def2-TZVPD)
C 0.54981 0.03940 -5.20721
C 0.25663 0.39610 -3.73947
H 1.61504 0.16695 -5.55758
H -0.07581 0.56333 -5.96701
H 0.38344 -1.05032 -5.34636
O 1.21684 0.59748 -3.05128
Cl -1.31472 0.40691 -3.33977
Au -0.23372 -0.07588 1.21400
P -0.28373 2.22566 0.26725
C 1.27578 3.02413 0.67629
C -0.50677 3.01331 -1.35671
H -0.69944 4.10709 -1.33092
H -1.55849 4.18046 1.04364
H -1.36818 2.55534 -1.85092
H -2.56106 2.70319 0.93905
H 2.02894 2.60376 -0.00246
H 0.37578 2.79526 -1.97582
C -1.57118 3.09307 1.22564
H 1.21696 4.10918 0.51361
H -1.41961 2.89741 2.29777
H 1.57891 2.81328 1.70584
P -0.31833 -2.27818 0.23350
C 1.23770 -3.01084 0.81712
C -1.66672 -3.22848 1.02695
H -1.18194 -2.36105 -2.05765
H -0.37182 -3.88967 -1.59565
H 0.60059 -2.44304 -2.00327
C -0.32370 -2.78684 -1.51497
H -2.64097 -2.89036 0.60071
H -1.57043 -4.31964 0.85396
H 1.27180 -4.09832 0.62454
H 1.37156 -2.81018 1.89280
H -1.66651 -3.02294 2.11541
H 2.05894 -2.51020 0.26647
C 1.27798 -0.06016 2.54301
O 2.46834 -0.02007 2.48948
Cl -0.71424 -2.48349 5.67769
C -1.29652 -0.77910 5.56107
Cl -3.05133 -0.70204 5.52409
Cl -0.61452 0.15669 6.89265
C -0.65338 -0.32248 4.19082
O 0.64563 -0.14477 4.11522
O -1.49465 -0.08767 3.29057
```



No. 3
Below is a structure of composition CH3IN2O in a non-equilibrium geometry, with properties calculated with ωB97M-V/def2-TZVPD.

Properties
- Gap between HOMO and LUMO: 8.898 eV
- Calculated total energy: -522.22052 a.u.
- Relative energy (zero: lowest compared OMol25 entry of this formula, charge and spin): 253.1 kJ/mol
- Strongest force on any atom: 5.0 eV/Å

```
8
CH3IN2O (ωB97M-V/def2-TZVPD)
C 1.17754 0.45656 0.32147
N 0.23081 -0.51057 0.38864
N -1.06280 -0.42351 -0.97703
O 1.27427 1.23955 -0.57812
I -2.72652 -0.57326 0.04747
H 1.97595 0.56325 1.20340
H 0.05380 -1.38636 0.89936
H -0.92304 0.63435 -1.30520
```



No. 4
Below is a cluster of 6 separate species, C30H72N3O10P in total in a non-equilibrium geometry, with properties calculated with ωB97M-V/def2-TZVPD.

Properties
- Gap between HOMO and LUMO: 9.004 eV
- Calculated total energy: -2444.32857 a.u.
- SMILES string: CCOP(=O)(OCC)OCC.CCN(CC)CC.CCN(CC)CC.CCN(CC)CC.COC(=O)OC.COC(=O)OC
- Strongest force on any atom: 1.7 eV/Å

```
116
C30H72N3O10P (ωB97M-V/def2-TZVPD)
C -7.94019 -2.79330 -2.14209
C -6.77915 -3.06190 -1.19874
O -6.06619 -1.86420 -0.87799
P -4.89535 -1.33438 -1.77368
O -5.24791 -1.11638 -3.17657
O -4.37640 -0.05569 -1.02293
C -5.21830 1.12294 -1.08678
C -4.53736 2.25826 -0.31681
O -3.78330 -2.40851 -1.47743
C -2.39585 -2.25180 -1.81297
C -1.66706 -3.50253 -1.34684
H -8.64582 -3.61856 -2.12922
H -8.41153 -1.84632 -1.86591
H -7.55302 -2.59453 -3.14204
H -7.08380 -3.52354 -0.26161
H -6.09148 -3.76891 -1.67678
H -5.30817 1.40835 -2.13432
H -6.19817 0.88225 -0.67718
H -3.89163 2.82055 -0.98877
H -5.29721 2.91611 0.10225
H -3.93554 1.84186 0.49102
H -2.35984 -2.14240 -2.90129
H -1.93680 -1.36626 -1.37405
H -0.62853 -3.43765 -1.66708
H -1.77026 -3.54373 -0.26225
H -2.12369 -4.39072 -1.77876
C 2.26843 -5.30011 1.08107
C 3.68890 -5.55643 0.61240
N 4.23763 -4.45582 -0.17058
C 4.30592 -3.21086 0.58167
C 4.40092 -1.99736 -0.32805
C 5.46397 -4.80511 -0.85340
C 6.72150 -4.94660 -0.00705
H 1.71654 -6.23583 1.21456
H 1.71060 -4.75327 0.31756
H 2.18589 -4.79916 2.04515
H 4.34083 -5.78372 1.47746
H 3.73506 -6.46862 0.01391
H 3.46539 -3.13748 1.26885
H 5.20214 -3.17537 1.22852
H 3.61137 -1.91381 -1.07676
H 4.47434 -1.08763 0.27033
H 5.31516 -2.05065 -0.92915
H 5.63474 -4.23282 -1.77029
H 5.26606 -5.79053 -1.30297
H 7.58852 -5.28916 -0.57025
H 6.54016 -5.51087 0.90638
H 7.07377 -3.97175 0.36902
C 2.25599 -0.25645 2.95327
C 0.88495 -0.30588 2.30197
N 0.48494 1.02071 1.80464
C -0.20262 1.73898 2.85575
C -0.71063 3.10648 2.37925
C -0.32773 0.91518 0.57676
C 0.42328 0.15494 -0.51194
H 2.59868 -1.27674 3.15946
H 2.26812 0.30614 3.88549
H 2.97338 0.13317 2.23207
H 0.98069 -1.01752 1.48036
H 0.07075 -0.71573 2.92258
H -1.08250 1.15462 3.18971
H 0.42479 1.89087 3.73539
H -0.97403 3.75956 3.20998
H -0.03003 3.61773 1.69830
H -1.63320 2.92695 1.81888
H -0.46752 1.93537 0.21984
H -1.29464 0.49193 0.90047
H 0.01803 -0.85633 -0.59536
H 1.49113 0.19396 -0.31818
H 0.20836 0.56334 -1.50285
C 5.51672 2.97190 -2.09098
C 4.32268 2.78348 -1.17930
N 3.08008 3.32924 -1.73554
C 2.13254 3.53569 -0.62138
C 2.58858 4.63726 0.33016
C 2.59606 2.38533 -2.75432
C 1.37142 2.87911 -3.51167
H 5.50405 3.99399 -2.46706
H 5.54969 2.22757 -2.88401
H 6.44822 2.86277 -1.52902
H 4.19439 1.71344 -0.92642
H 4.55621 3.25356 -0.22309
H 1.20489 3.81108 -1.12931
H 1.93085 2.59581 -0.08158
H 3.09587 4.25027 1.21389
H 3.30160 5.27955 -0.19154
H 1.75325 5.25592 0.65610
H 2.46470 1.38264 -2.32183
H 3.44348 2.34717 -3.44119
H 0.49011 2.85484 -2.86801
H 1.12416 2.12079 -4.26411
H 1.55434 3.82309 -4.01237
C -2.84308 6.77321 -4.35052
O -2.82640 5.86352 -3.25028
C -2.58259 6.39704 -2.05785
O -2.36550 7.55268 -1.82476
O -2.69803 5.43209 -1.14152
C -2.50608 5.82650 0.20504
H -1.83398 6.91852 -4.73451
H -3.23340 7.73720 -4.03157
H -3.47286 6.30425 -5.09862
H -2.94090 6.80185 0.42268
H -1.45749 5.90600 0.49945
H -2.99482 5.05104 0.78945
C -2.92771 -4.17930 2.96295
O -1.65354 -3.75904 3.41938
C -1.65545 -2.91310 4.45433
O -2.53365 -2.13581 4.71352
O -0.51615 -3.05481 5.12286
C -0.21019 -2.05413 6.10279
H -2.76615 -4.81502 2.09865
H -3.55218 -3.32799 2.68686
H -3.45741 -4.74503 3.73250
H 0.12961 -1.15161 5.59942
H 0.58016 -2.49887 6.69919
H -1.07155 -1.86109 6.73776
```